Molecular formula: C38H77BFN2O13PS
Method: DFT, wB97M-V/def2-TZVPD

## Properties
HOMO: -8.43 eV
max |F|: 3.788 eV/Å
SMILES: CCCCO[C@](O[C@@](CCF)(C[C@H]1CO1)[PH2]=S)(B(O)O)[C@@H](CCCNCc1ccccc1O)NCCCOC.COCCOC.COCCOC.COCCOC
LUMO energy: 0.0149 Ha
M: 862.9 g mol⁻¹

Positions of all 134 atoms, in Å:
C 2.8621 -0.8116 3.0419
C 1.4372 -0.5355 2.5544
C 1.3149 -0.4785 1.0092
C -0.1557 -0.1089 0.6767
O -0.2799 1.2748 0.8919
C -1.5834 1.7947 0.5728
O -2.5255 1.0223 1.2636
C -3.6176 0.3452 0.7178
C -3.3772 -0.6256 -0.4852
C -4.2452 -0.3668 -1.7241
F -3.9559 -1.4065 -2.6249
C -4.0545 -0.5973 1.9047
C -5.5794 -0.9120 1.8658
C -6.0331 -1.8541 0.7229
O -5.9259 -2.2220 2.1892
P -5.0116 1.6040 0.4497
S -5.3907 2.5634 2.1276
B -1.5994 2.0363 -1.0221
O -2.6969 2.3264 -1.8403
O -0.4031 1.8895 -1.6872
C -1.5920 3.2376 1.2364
C -0.2285 3.8216 1.6032
C 0.7874 4.1132 0.4628
C 2.1287 3.3638 0.6986
N 2.6712 3.0428 -0.6411
C 3.9104 2.2352 -0.5530
C 3.8476 1.1868 -1.6705
C 3.5690 1.6251 -2.9557
C 3.4478 0.7348 -4.0056
C 3.6170 -0.6118 -3.7341
C 3.9337 -1.0554 -2.4792
C 4.0535 -0.1521 -1.4278
O 4.3728 -0.5926 -0.1761
N -2.5309 4.0793 0.4660
C -2.1225 5.4449 0.1178
C -3.3564 6.1193 -0.5572
C -3.0518 6.5409 -1.9987
O -3.0625 5.4587 -2.9242
C -4.3707 5.0149 -3.2250
H 3.5150 0.0534 2.8768
H 2.8148 -0.9346 4.1358
H 3.2737 -1.7414 2.6347
H 1.0293 0.4175 2.9199
H 0.7336 -1.3166 2.8817
H 1.5485 -1.4618 0.5762
H 1.9724 0.2770 0.5674
H -0.7682 -0.7422 1.3360
H -0.3137 -0.4367 -0.3649
H -2.3421 -0.6080 -0.8513
H -3.5699 -1.6704 -0.2304
H -5.3212 -0.3864 -1.5235
H -3.9862 0.5596 -2.2492
H -3.9231 -0.0931 2.8671
H -3.5558 -1.5665 1.8594
H -6.2705 -0.1168 2.1526
H -5.3848 -2.6628 0.4006
H -7.1134 -1.8628 0.5887
H -4.6549 2.5816 -0.4932
H -6.1710 0.9727 -0.0551
H -2.7787 3.2903 -1.9437
H -0.5989 1.6522 -2.6055
H -2.0901 3.0648 2.2062
H 0.2837 3.2112 2.3547
H -0.4173 4.7670 2.1354
H 1.0653 5.1758 0.5375
H 0.4163 3.9731 -0.5547
H 1.9705 2.4254 1.2518
H 2.8471 4.0203 1.2068
H 1.9730 2.4098 -1.0319
H 3.9690 1.6692 0.3923
H 4.8114 2.8524 -0.6559
H 3.4452 2.6973 -3.0989
H 3.2181 1.1260 -4.9929
H 3.4916 -1.3087 -4.5627
H 4.0786 -2.1223 -2.2987
H 4.2884 -1.5512 -0.1226
H -3.3782 4.1805 1.0220
H -1.7617 6.0683 0.9465
H -1.3764 5.3602 -0.6847
H -3.6882 6.9987 0.0099
H -4.1990 5.4137 -0.5329
H -2.0311 6.9448 -2.0089
H -3.7453 7.3232 -2.3502
H -4.3215 4.1775 -3.9294
H -4.9065 4.6402 -2.3367
H -4.9562 5.8369 -3.6670
C -3.4365 -1.1458 -8.6378
O -4.2794 -1.1159 -7.4980
C -3.6566 -1.6499 -6.3362
C -3.1649 -0.5547 -5.4127
O -2.1015 0.1871 -6.0016
C -2.5239 1.4316 -6.5312
H -3.8913 -0.5186 -9.4035
H -2.4392 -0.7611 -8.4122
H -3.3590 -2.1691 -9.0196
H -2.8370 -2.3213 -6.6089
H -4.4149 -2.2360 -5.8084
H -2.7684 -1.0156 -4.5082
H -3.9879 0.1067 -5.1241
H -2.7050 2.1441 -5.7183
H -3.4292 1.3282 -7.1342
H -1.7242 1.8163 -7.1632
C 4.6849 -7.8255 -0.7527
O 4.3154 -7.1393 0.4334
C 5.0583 -5.9470 0.6360
C 4.2578 -4.7216 0.2428
O 4.0140 -4.6821 -1.1573
C 2.7009 -5.1015 -1.4979
H 3.9245 -8.5798 -0.9496
H 4.7423 -7.1494 -1.6087
H 5.6490 -8.3240 -0.6115
H 6.0055 -5.9806 0.0899
H 5.2847 -5.8879 1.7050
H 4.8455 -3.8304 0.4918
H 3.3185 -4.6770 0.8027
H 1.9790 -4.3165 -1.2479
H 2.4273 -6.0262 -0.9855
H 2.6731 -5.2744 -2.5728
C 3.3527 -1.5216 9.9080
O 3.3533 -2.9074 9.6049
C 2.6686 -3.2088 8.3974
C 3.6343 -3.4416 7.2526
O 4.3302 -2.2529 6.9060
C 5.6489 -2.2177 7.4259
H 4.0814 -1.3552 10.7001
H 3.6297 -0.9189 9.0402
H 2.3643 -1.2176 10.2676
H 1.9567 -2.4169 8.1463
H 2.1042 -4.1302 8.5711
H 3.0609 -3.7447 6.3707
H 4.3349 -4.2463 7.4951
H 6.2978 -2.8859 6.8500
H 5.6755 -2.5025 8.4802
H 6.0200 -1.1982 7.3287


Molecular formula: C38H78BBrFIN
Method: DFT, wB97M-V/def2-TZVPD

## Properties
HOMO: -5.58 eV
max |F|: 0.944 eV/Å
charge: -1
LUMO energy: 0.0810 Ha
M: 785.7 g mol⁻¹

Positions of all 121 atoms, in Å:
F 6.3534 -0.0688 2.2957
C 5.1709 -0.4064 1.6287
C 3.9832 -0.4323 2.5825
C 3.1916 -1.7608 2.6192
B 1.6526 -1.7166 2.0128
C 0.6069 -1.1988 3.1903
C 0.8095 0.2236 3.7063
C -0.4653 0.9381 4.1347
Br -1.0293 0.4343 5.9364
C 1.1180 -3.2424 1.5815
C 2.1436 -4.1236 0.8939
C 1.5828 -5.2254 0.0016
I 1.1543 -7.0379 1.0819
C 1.5457 -0.7571 0.6800
C 0.4227 0.0531 0.3831
C 0.3871 0.8237 -0.7834
C 1.4870 0.7816 -1.6494
N 2.5645 0.0364 -1.4210
C 2.5717 -0.6950 -0.2962
H 5.3333 -1.3801 1.1688
H 5.0366 0.3159 0.8261
H 4.3957 -0.1991 3.5629
H 3.3321 0.3967 2.3170
H 3.8263 -2.5250 2.1623
H 3.1072 -2.0635 3.6648
H 0.6930 -1.9122 4.0091
H -0.4173 -1.3108 2.8151
H 1.4699 0.1953 4.5692
H 1.2558 0.8531 2.9383
H -0.3537 2.0146 4.1477
H -1.2982 0.6445 3.5090
H 0.2752 -3.0929 0.8956
H 0.7015 -3.7675 2.4425
H 2.8300 -3.5408 0.2798
H 2.7653 -4.5982 1.6523
H 2.3185 -5.5476 -0.7241
H 0.6657 -4.9319 -0.4899
H -0.4191 0.0694 1.0625
H -0.4615 1.4483 -1.0194
H 1.4876 1.3806 -2.5474
H 3.4710 -1.2728 -0.1416
C 5.3296 -5.4264 0.3219
C 6.7357 -5.0335 -0.1150
C 6.9123 -3.5201 -0.2167
C 5.9668 -2.8485 -1.2126
C 6.0524 -3.3916 -2.6363
C 7.4210 -3.1969 -3.2832
H 4.5908 -5.0892 -0.4067
H 5.2204 -6.5075 0.4220
H 5.0767 -4.9753 1.2833
H 6.9652 -5.5056 -1.0752
H 7.4664 -5.4253 0.5982
H 7.9516 -3.2942 -0.4741
H 6.7425 -3.0757 0.7685
H 6.1739 -1.7738 -1.2247
H 4.9364 -2.9474 -0.8602
H 5.2966 -2.8875 -3.2409
H 5.7906 -4.4536 -2.6484
H 7.6910 -2.1387 -3.3055
H 7.4243 -3.5645 -4.3109
H 8.2029 -3.7315 -2.7412
C 4.6625 3.5774 -8.0289
C 3.6503 2.8770 -7.1267
C 3.7784 3.2589 -5.6533
C 5.1218 2.9052 -5.0136
C 5.4959 1.4259 -5.0917
C 4.5047 0.5138 -4.3733
H 5.6871 3.3122 -7.7651
H 4.5120 3.3024 -9.0742
H 4.5660 4.6626 -7.9516
H 3.7477 1.7943 -7.2406
H 2.6403 3.1265 -7.4631
H 2.9718 2.7811 -5.0918
H 3.6183 4.3376 -5.5522
H 5.0911 3.2054 -3.9621
H 5.9158 3.5016 -5.4741
H 6.4864 1.2982 -4.6461
H 5.5933 1.1191 -6.1381
H 4.4057 0.7785 -3.3202
H 4.8295 -0.5248 -4.4216
H 3.5103 0.5630 -4.8201
C -7.9077 -0.0254 4.6801
C -7.3694 0.2222 3.2742
C -6.1826 -0.6643 2.9042
C -4.9463 -0.4721 3.7839
C -4.4112 0.9576 3.8275
C -3.9661 1.4796 2.4632
H -7.1576 0.1905 5.4417
H -8.7734 0.6078 4.8844
H -8.2185 -1.0654 4.7991
H -7.0941 1.2759 3.1702
H -8.1712 0.0470 2.5506
H -5.9186 -0.4821 1.8589
H -6.4915 -1.7133 2.9574
H -4.1551 -1.1349 3.4212
H -5.1641 -0.8001 4.8041
H -3.5632 0.9810 4.5141
H -5.1642 1.6319 4.2474
H -3.1962 0.8351 2.0333
H -3.5499 2.4848 2.5475
H -4.7959 1.5264 1.7545
C -9.0235 4.1353 2.7701
C -9.2718 3.0917 1.6848
C -8.1520 3.0125 0.6490
C -7.9249 4.2959 -0.1513
C -9.1506 4.8042 -0.9084
C -9.6691 3.8231 -1.9561
H -8.9688 5.1439 2.3575
H -9.8254 4.1279 3.5098
H -8.0859 3.9344 3.2928
H -10.2288 3.2925 1.1945
H -9.3726 2.1106 2.1551
H -8.3588 2.1850 -0.0353
H -7.2183 2.7527 1.1579
H -7.1150 4.1191 -0.8657
H -7.5676 5.0847 0.5163
H -8.8885 5.7447 -1.4001
H -9.9526 5.0431 -0.2045
H -8.8918 3.5887 -2.6861
H -10.5199 4.2413 -2.4962
H -9.9972 2.8864 -1.5036


Molecular formula: C38H78ClN3O8S
Method: DFT, wB97M-V/def2-TZVPD

## Properties
HOMO: -8.62 eV
max |F|: 2.571 eV/Å
LUMO energy: -0.0174 Ha
M: 772.6 g mol⁻¹

Positions of all 129 atoms, in Å:
C -0.2785 0.4554 -3.5993
C -1.8228 0.6312 -3.3707
N -2.1510 1.8873 -2.7041
C -3.5871 1.9975 -2.3736
C -4.1273 0.8524 -1.4788
C -3.2094 0.4254 -0.3227
C -3.0604 -0.9317 -0.1352
C -2.2563 -1.4313 0.9367
N -2.0037 -2.7082 1.2858
S -1.0541 -2.7172 2.5920
N -0.8478 -1.1104 2.8459
C -1.5594 -0.5484 1.8719
C -1.7274 0.8777 1.6256
C -0.9691 1.8321 2.5677
C 0.3877 2.2223 1.8938
C 1.4778 1.1040 1.9369
C 1.8060 0.4962 0.5304
C 1.8311 -1.0620 0.5139
C 3.2518 -1.6988 0.6553
C 3.0769 -3.1259 1.2728
O 3.2993 -3.1344 2.6777
C 2.9102 -4.3770 3.2514
C -2.5210 1.3279 0.6036
Cl -2.6906 3.0727 0.4367
C -1.8767 3.0023 -3.5663
C -1.9733 4.4478 -3.0174
O -1.5978 2.8750 -4.7428
H 0.3157 1.1343 -2.9671
H -0.0110 -0.5908 -3.3467
H -0.0123 0.5716 -4.6641
H -2.2809 0.5496 -4.3813
H -2.1464 -0.2641 -2.8167
H -3.8565 2.9554 -1.9079
H -4.1591 1.9568 -3.3324
H -5.1205 1.0944 -1.0481
H -4.2814 -0.0456 -2.1073
H -3.5770 -1.6531 -0.7788
H -1.5516 2.7454 2.7779
H -0.7177 1.3074 3.5066
H 0.7540 3.1163 2.4393
H 0.2822 2.5402 0.8394
H 2.4089 1.5995 2.2891
H 1.2732 0.3266 2.6975
H 0.9739 0.8024 -0.1434
H 2.7257 0.9011 0.0728
H 1.4295 -1.3813 -0.4684
H 1.1942 -1.4773 1.3110
H 3.9430 -1.1223 1.2924
H 3.6423 -1.8709 -0.3656
H 2.0158 -3.4294 1.0973
H 3.7076 -3.8337 0.7020
H 1.9471 -4.2932 3.8006
H 3.6817 -4.6707 3.9855
H 2.8400 -5.1670 2.4778
H -3.0147 4.6797 -2.7177
H -1.7258 5.1782 -3.8045
H -1.3112 4.5960 -2.1481
C 4.8083 -6.9861 -1.9695
C 3.7300 -6.1735 -1.2720
C 2.4132 -6.2360 -2.0292
O 4.1529 -4.8122 -1.1597
H 4.9993 -6.5960 -2.9742
H 5.7491 -6.9247 -1.4200
H 4.5198 -8.0353 -2.0516
H 3.5869 -6.5490 -0.2586
H 2.5243 -5.8211 -3.0361
H 1.6511 -5.6407 -1.5218
H 2.0557 -7.2645 -2.1129
H 4.2837 -4.4649 -2.0494
C 1.6557 7.2714 1.1341
C 0.9316 5.9355 1.0851
C -0.0600 5.8910 -0.0676
O 0.2443 5.7178 2.3153
H 0.9485 8.0899 1.2866
H 2.3583 7.2968 1.9697
H 2.2065 7.4556 0.2090
H 1.6578 5.1265 0.9768
H -0.8234 6.6659 0.0460
H -0.5801 4.9310 -0.0858
H 0.4419 6.0359 -1.0275
H -0.4027 6.4274 2.4240
C 1.2405 11.0360 -1.9170
C 0.5160 9.6993 -1.9577
C -0.4736 9.6418 -3.1114
O -0.1728 9.4908 -0.7259
H 0.5317 11.8564 -1.7714
H 1.9398 11.0666 -1.0799
H 1.7939 11.2144 -2.8408
H 1.2430 8.8909 -2.0574
H -1.2383 10.4167 -3.0046
H -0.9923 8.6815 -3.1228
H 0.0285 9.7786 -4.0709
H -0.8197 10.1978 -0.6235
C 0.4139 -8.1953 1.4371
C 1.2897 -9.1361 0.6243
C 1.1612 -10.5703 1.1095
O 2.6551 -8.7189 0.7193
H 0.7096 -8.2027 2.4911
H 0.5237 -7.1680 1.0830
H -0.6382 -8.4774 1.3686
H 1.0093 -9.0801 -0.4266
H 1.4816 -10.6573 2.1525
H 1.8021 -11.2311 0.5234
H 0.1312 -10.9226 1.0309
H 2.9169 -8.7638 1.6459
C -2.5571 7.4100 6.0434
C -1.7489 8.3257 5.1376
C -2.1177 9.7848 5.3562
O -1.9791 7.9733 3.7728
H -3.6269 7.5044 5.8348
H -2.2894 6.3666 5.8694
H -2.3859 7.6434 7.0957
H -0.6840 8.1837 5.3284
H -3.1732 9.9565 5.1253
H -1.5377 10.4295 4.6938
H -1.9336 10.0887 6.3881
H -2.9172 8.0935 3.5886
C -1.1671 -11.1377 -3.7878
C -1.5607 -10.6277 -2.4101
C -2.9107 -9.9282 -2.4453
O -0.5649 -9.7224 -1.9323
H -1.0802 -10.3095 -4.4970
H -0.1933 -11.6285 -3.7503
H -1.9016 -11.8482 -4.1711
H -1.5975 -11.4616 -1.7069
H -2.8803 -9.0609 -3.1110
H -3.1766 -9.5592 -1.4533
H -3.6969 -10.6029 -2.7889
H -0.5213 -8.9791 -2.5451